# 1
C12H33AgN3O3 as an isolated structure at a distorted geometry. Source: the OMol25 dataset; level of theory: wB97M-V/def2-TZVPD.

The geometry in XYZ format:
```
52
Properties=species:S:1:pos:R:3:forces:R:3:lowdin_charge:R:1
Ag -22.93867 3.84798 4.22074 0.1 0.1 0.2 0.927
C -22.63963 3.49060 -2.43601 -0.3 0.0 -0.7 -0.078
C -23.30883 3.60387 -1.06261 -0.6 0.1 -0.4 -0.415
C -24.86893 3.72307 -1.21160 0.3 -0.8 0.4 -0.175
O -25.49378 3.55090 0.06497 0.9 0.0 0.3 -0.198
C -26.88195 3.41604 0.19278 -0.9 -0.1 -0.1 -0.125
N -22.77110 2.52318 -0.22165 -0.3 0.6 0.8 0.023
H -22.71982 2.47798 -2.83133 -0.6 -0.2 0.1 0.078
H -21.55494 3.59694 -2.45189 0.0 0.6 0.5 0.076
H -23.07429 4.13690 -3.19855 0.1 0.2 0.0 0.078
H -23.07199 4.54192 -0.56056 0.5 0.0 0.0 0.125
H -25.18166 3.01909 -1.98277 -0.4 -0.5 0.2 0.122
H -25.12171 4.70204 -1.61879 0.2 0.3 0.0 0.123
H -27.23857 2.38645 0.22263 0.3 -0.4 -0.9 0.083
H -27.43557 4.01744 -0.52827 0.0 -0.2 -0.3 0.090
H -27.27649 3.70892 1.16575 0.8 0.8 0.3 0.077
H -22.92501 1.59408 -0.58658 -0.4 0.0 -0.3 0.071
H -21.77419 2.66248 -0.30456 0.3 -0.2 0.3 0.058
C -18.81002 6.20299 4.67865 -0.4 -0.1 1.1 -0.031
C -19.73047 6.92655 5.75095 0.4 0.8 -0.4 -0.414
C -20.57760 8.09433 5.25094 0.6 -0.5 -0.4 -0.230
O -21.58950 7.69414 4.34507 0.0 0.2 1.0 -0.196
C -22.05292 8.85763 3.69212 0.2 -0.8 -1.8 -0.114
N -20.55583 6.02677 6.52904 -0.5 -1.5 0.0 0.018
H -19.23561 5.94210 3.70968 -0.5 0.4 0.1 0.066
H -18.49607 5.24585 5.09507 -0.1 -0.1 0.2 0.062
H -17.85926 6.70001 4.48595 -0.3 0.5 0.1 0.075
H -19.12712 7.39114 6.53084 1.0 0.4 -0.5 0.132
H -19.88809 8.79845 4.78522 0.1 0.1 -0.4 0.124
H -21.01475 8.67131 6.06587 -0.2 -0.2 0.4 0.127
H -21.20751 9.15247 3.07047 0.0 0.9 0.0 0.091
H -22.45163 9.68056 4.28534 0.2 -0.2 0.4 0.097
H -22.79333 8.51885 2.96746 -0.3 0.1 0.2 0.087
H -21.05139 6.54959 7.23697 -0.4 0.4 -0.1 0.075
H -19.91742 5.50060 7.10843 0.1 -0.6 -0.1 0.072
C -25.91409 -1.24358 6.55855 -1.4 1.2 -1.0 -0.055
C -25.51609 0.24169 6.29550 -1.3 -0.2 1.1 -0.444
C -26.14008 1.24349 7.29559 -0.9 -1.4 0.2 -0.217
O -25.86841 2.59244 7.01154 1.5 -2.0 -1.6 -0.184
C -26.44266 3.51224 7.82879 0.1 1.3 1.2 -0.142
N -24.10469 0.24345 6.40166 2.1 0.8 -0.3 0.020
H -25.58230 -1.61802 7.52695 -0.4 0.3 0.2 0.087
H -25.47325 -1.90774 5.81514 0.2 0.2 -0.2 0.076
H -26.98358 -1.29797 6.35523 -0.2 -0.6 0.7 0.077
H -25.90426 0.64299 5.35935 0.4 -0.6 -0.6 0.131
H -25.92127 0.87120 8.29641 0.9 0.6 0.6 0.129
H -27.21966 1.09349 7.30563 -0.4 0.1 -0.5 0.124
H -26.34786 4.46239 7.30312 -0.8 0.1 0.0 0.091
H -25.84228 3.68403 8.72218 0.0 -0.3 0.5 0.089
H -27.44655 3.22683 8.14319 -0.3 0.3 -0.2 0.097
H -23.80192 -0.69151 6.16869 0.5 0.1 -0.4 0.063
H -23.87076 0.30819 7.38206 0.2 0.3 0.3 0.077
```
Positions in Å, forces in eV/Å.

Output
Energy above the lowest of the compared OMol25 structures with the same formula, charge and spin   525.32 kJ/mol
HOMO level   -11.7445 eV
Lowest unoccupied orbital energy   -0.2097 hartree
Net charge   +1
Kohn-Sham gap   6.04 eV
Calculated total energy   -27580.05399 eV

---

# 2
A 2-piece molecular cluster, C3H3N3O overall at a distorted geometry. Source: the OMol25 dataset; level of theory: wB97M-V/def2-TZVPD.

The geometry in XYZ format:
```
10
Properties=species:S:1:pos:R:3:forces:R:3:lowdin_charge:R:1
N 2.04531 -0.16846 0.51074 -0.7 -0.3 -0.2 0.182
C 0.95628 -0.59155 0.18727 0.6 0.1 0.1 -0.185
C -0.21288 -1.15132 -0.09497 0.1 0.0 0.1 -0.076
C -1.46840 -0.58448 0.40201 0.0 0.2 0.2 -0.310
O -1.56535 0.45775 1.01780 0.0 -0.4 -0.2 -0.006
H 2.47450 0.53446 -0.08760 0.0 0.0 0.1 0.068
H -0.20643 -2.05424 -0.69557 0.0 0.1 0.1 0.102
H -2.36268 -1.19816 0.17153 0.1 0.1 0.0 0.115
N 0.69340 2.19125 -0.73344 -1.8 0.8 0.0 0.038
N -0.33960 2.57048 -0.69180 1.7 -0.6 -0.1 0.071
```
Positions in Å, forces in eV/Å.

Output
Energy above the lowest of the compared OMol25 structures with the same formula, charge and spin   77.59 kJ/mol
HOMO level   -9.6929 eV
Lowest unoccupied orbital energy   0.0183 hartree
SMILES string   N=C=CC=O.N#N
Kohn-Sham gap   10.19 eV
Calculated total energy   -9676.65010 eV

---

# 3
An isolated ion of composition C10H16NO4 and charge -1 at a distorted geometry. Source: the OMol25 dataset; level of theory: wB97M-V/def2-TZVPD.

The geometry in XYZ format:
```
31
Properties=species:S:1:pos:R:3:forces:R:3:lowdin_charge:R:1
C 1.28294 -2.23493 -0.38628 0.8 -0.1 -0.8 0.088
C 0.50855 -1.96010 0.47523 -0.7 0.0 0.6 -0.143
C -0.48775 -1.66455 1.48530 -0.5 0.6 0.4 -0.162
C 0.01585 -0.75747 2.62816 0.8 -0.1 -0.1 -0.272
N 0.90066 0.31954 2.16613 -0.9 0.3 -0.4 0.006
C 0.21118 1.56682 1.84114 0.4 -0.1 0.6 -0.249
O -1.01380 1.38654 1.16563 0.1 0.1 -0.2 -0.125
C -1.05645 1.90777 -0.14410 -0.3 0.0 -0.1 -0.196
C -0.56689 0.89918 -1.15988 -0.1 0.3 0.0 -0.195
O -0.88464 1.38818 -2.45587 -0.2 0.0 0.1 -0.155
C -0.81527 0.38057 -3.43939 0.7 0.1 -0.2 -0.276
C 0.62911 0.08569 -3.87286 -0.5 -0.2 -0.2 -0.071
C 0.77784 -1.66042 3.64419 0.9 -0.1 1.0 -0.677
O 0.05661 -2.54095 4.17822 0.4 0.3 -0.4 -0.081
O 2.00348 -1.39698 3.85355 -1.4 -0.1 -0.2 -0.085
H 2.05374 -2.39314 -1.09821 0.0 -0.1 0.0 0.010
H -0.85831 -2.56913 1.96201 0.1 -0.2 0.0 0.112
H -1.34646 -1.17564 1.02357 0.0 0.0 -0.2 0.097
H -0.85490 -0.35550 3.14992 -0.2 -0.1 0.1 0.137
H 1.47555 0.52200 2.97719 0.5 -0.3 -0.1 0.097
H -0.00723 2.14049 2.75500 -0.2 0.0 0.1 0.120
H 0.89026 2.17908 1.24317 0.0 0.1 -0.2 0.114
H -2.09774 2.14077 -0.36507 -0.1 0.0 0.0 0.125
H -0.49535 2.84022 -0.23135 0.1 0.1 0.1 0.120
H -1.09668 -0.03704 -0.98720 0.1 -0.2 0.1 0.115
H 0.50608 0.75196 -1.04322 0.1 -0.3 0.0 0.128
H -1.37243 0.74763 -4.29716 -0.2 0.1 0.0 0.108
H -1.26687 -0.54356 -3.07454 -0.3 0.0 0.0 0.113
H 1.04223 -0.75995 -3.33257 0.2 0.1 0.2 0.057
H 0.63036 -0.17998 -4.92980 0.1 0.0 -0.1 0.064
H 1.23635 0.97291 -3.73094 0.2 0.1 0.0 0.076
```
Positions in Å, forces in eV/Å.

Output
Energy above the lowest of the compared OMol25 structures with the same formula, charge and spin   51.33 kJ/mol
HOMO level   -4.4515 eV
Lowest unoccupied orbital energy   0.1104 hartree
SMILES string   C#CC[C@H](NCOCCOCC)C(=O)[O-]
Net charge   -1
Kohn-Sham gap   7.45 eV
Calculated total energy   -20308.31614 eV

---

# 4
One molecule with the formula C2H4N2S2 at a distorted geometry. Source: the OMol25 dataset; level of theory: wB97M-V/def2-TZVPD.

The geometry in XYZ format:
```
10
Properties=species:S:1:pos:R:3:forces:R:3:lowdin_charge:R:1
H 0.53734 -1.83899 -0.88723 -0.6 -1.5 -1.0 0.003
N 1.25108 -1.31167 -0.44992 -2.5 1.7 -0.2 0.130
C 0.62728 -0.21689 -0.05708 0.4 -5.4 -0.4 -0.674
N 1.39025 0.53010 0.69091 0.4 6.2 -0.2 0.065
C -0.78698 0.27234 -0.06773 -1.7 -3.3 0.0 -1.045
S -1.08663 1.80127 -0.19677 -0.8 2.2 -0.4 0.794
S -2.14425 -0.99070 0.19319 2.6 0.2 -0.3 0.740
H 2.28838 0.34197 0.28299 1.1 0.3 0.7 0.098
H 1.00562 1.50287 0.30554 1.8 -1.3 1.9 0.064
H -3.08209 -0.09028 0.18609 -0.8 0.8 -0.1 -0.173
```
Positions in Å, forces in eV/Å.

Output
Energy above the lowest of the compared OMol25 structures with the same formula, charge and spin   234.09 kJ/mol
HOMO level   -9.4440 eV
Lowest unoccupied orbital energy   -0.0430 hartree
SMILES string   [H]/N=C(/N)C(=S)S
Kohn-Sham gap   8.27 eV
Calculated total energy   -26787.58844 eV

---

# 5
One molecule with the formula C19H24N4O4. Source: the OMol25 dataset; level of theory: wB97M-V/def2-TZVPD.

The geometry in XYZ format:
```
51
Properties=species:S:1:pos:R:3:forces:R:3:lowdin_charge:R:1
C -1.77660 0.86703 -0.24417 0.0 0.0 -0.1 -0.001
C -1.26485 -0.40200 0.32855 0.5 0.0 0.4 -0.172
C -0.04449 -0.73143 0.83143 -0.6 0.0 -0.2 -0.077
N 1.15391 -0.05711 1.04556 0.1 -0.6 0.1 0.172
C 1.44276 1.25628 1.07582 0.4 0.1 0.5 -0.470
O 0.62570 2.15703 0.99190 -0.1 0.1 0.0 0.055
C 2.93854 1.53154 1.17264 -0.1 0.1 -0.1 -0.083
C 3.57262 1.27838 -0.20947 -0.1 -0.1 -0.1 -0.080
C 2.56058 1.48124 -1.33231 0.5 0.0 -0.1 -0.481
O 2.10975 0.52694 -1.94245 -0.1 -0.3 -0.1 0.057
N 2.18631 2.74394 -1.62667 -0.1 0.2 -0.2 -0.036
C 2.56417 3.93681 -0.89461 0.0 0.3 0.2 -0.128
C 2.26833 5.16403 -1.75385 0.3 0.0 0.0 -0.183
O 0.89481 5.30181 -2.05088 0.0 0.1 0.0 -0.125
C 0.20814 4.06288 -2.09968 -0.1 -0.3 -0.1 -0.176
C 1.11006 2.93669 -2.58512 -0.3 0.0 -0.1 -0.106
C -0.05510 -2.14414 1.17618 -0.1 0.3 -0.2 -0.372
O 0.84498 -2.81221 1.65711 0.2 0.0 0.2 0.062
N -1.32702 -2.57813 0.85601 0.2 0.2 -0.4 0.050
C -1.91743 -3.76272 1.31478 -0.3 -0.3 0.3 -0.193
C -1.19255 -4.94874 1.25545 0.1 0.1 -0.1 -0.004
C -1.76075 -6.11983 1.72058 -0.1 0.0 0.0 -0.074
C -3.04914 -6.12246 2.22954 0.0 -0.1 0.1 -0.094
C -3.76574 -4.93929 2.29366 0.0 -0.1 0.0 -0.084
C -3.20424 -3.75739 1.84716 0.1 0.1 0.0 -0.032
N -2.09823 -1.50555 0.40798 -0.2 0.1 0.6 -0.083
C -3.04935 -1.77735 -0.64861 0.1 -0.1 -0.4 -0.017
H -1.13915 1.68398 0.08254 -0.1 0.0 0.0 0.054
H -2.79841 1.05105 0.08083 -0.1 0.0 0.0 0.088
H -1.75887 0.82611 -1.33369 -0.1 0.0 -0.1 0.091
H 1.89939 -0.72288 1.22207 0.0 0.2 0.0 0.153
H 3.07271 2.56779 1.48081 -0.1 -0.1 0.0 0.111
H 3.40111 0.88732 1.92113 0.0 0.0 0.0 0.120
H 4.44757 1.91301 -0.35392 0.0 0.0 0.0 0.113
H 3.88990 0.23703 -0.28559 0.0 0.1 -0.1 0.122
H 3.63075 3.91571 -0.66079 -0.1 0.1 0.0 0.128
H 1.98888 4.00548 0.03666 0.1 0.0 0.0 0.121
H 2.56327 6.07352 -1.22322 0.1 -0.1 0.0 0.128
H 2.84899 5.10394 -2.68743 0.0 0.0 0.1 0.128
H -0.17928 3.80901 -1.10290 0.0 0.0 -0.1 0.118
H -0.63359 4.20671 -2.78100 0.1 -0.1 0.1 0.128
H 1.52203 3.17930 -3.57194 -0.1 -0.1 0.0 0.137
H 0.55946 1.99685 -2.66196 0.0 0.1 0.0 0.121
H -0.18824 -4.93553 0.86610 0.1 0.0 -0.1 0.114
H -1.19456 -7.03806 1.67939 0.1 -0.1 0.0 0.105
H -3.49089 -7.04157 2.58362 0.0 -0.1 0.0 0.100
H -4.76469 -4.93172 2.70415 -0.1 0.0 0.0 0.103
H -3.74940 -2.82880 1.92929 0.0 0.1 0.0 0.114
H -2.56426 -1.81935 -1.62928 0.0 0.0 0.0 0.103
H -3.53422 -2.73185 -0.45517 0.0 0.1 0.0 0.082
H -3.80367 -0.99329 -0.65623 0.0 0.0 0.0 0.092
```
Positions in Å, forces in eV/Å.

Output
Energy above the lowest of the compared OMol25 structures with the same formula, charge and spin   287.01 kJ/mol
HOMO level   -7.9704 eV
Lowest unoccupied orbital energy   0.0247 hartree
SMILES string   Cc1c(NC(=O)CCC(=O)N2CCOCC2)c(=O)n(-c2ccccc2)n1C
Kohn-Sham gap   8.64 eV
Calculated total energy   -34242.95851 eV

---

# 6
One molecule with the formula C4H10O at a distorted geometry. Source: the OMol25 dataset; level of theory: wB97M-V/def2-TZVPD.

The geometry in XYZ format:
```
15
Properties=species:S:1:pos:R:3:forces:R:3:lowdin_charge:R:1
C 2.20941 0.54749 0.36342 -0.3 0.5 0.2 -0.076
C 1.13348 -0.30165 -0.34894 0.1 -0.2 -1.4 -0.300
O 0.10191 -0.76623 0.47058 -0.6 0.3 1.1 -0.197
C -1.32937 -0.91277 0.16953 0.7 -0.2 0.0 -0.219
C -2.09893 0.36953 -0.17332 0.8 1.1 0.4 -0.085
H 3.00261 0.87858 -0.32573 -0.4 -0.3 -0.1 0.073
H 2.74612 0.15171 1.24282 -0.6 -0.5 -0.4 0.075
H 1.72478 1.45457 0.71618 0.0 0.2 0.1 0.061
H 0.68665 0.25783 -1.19600 0.4 0.2 0.3 0.118
H 1.60299 -1.17603 -0.80728 0.2 -0.1 -0.1 0.106
H -1.53697 -1.26528 1.18634 -1.0 -0.3 -0.7 0.120
H -1.50906 -1.65434 -0.62340 0.3 -0.2 0.5 0.111
H -2.97032 0.62124 0.44785 0.3 -0.5 0.1 0.071
H -2.42381 0.61116 -1.19931 0.5 -0.8 0.2 0.073
H -1.31856 1.08646 0.08987 -0.4 0.7 -0.1 0.067
```
Positions in Å, forces in eV/Å.

Output
Energy above the lowest of the compared OMol25 structures with the same formula, charge and spin   146.96 kJ/mol
HOMO level   -9.5425 eV
Lowest unoccupied orbital energy   0.0428 hartree
SMILES string   CCOCC
Kohn-Sham gap   10.71 eV
Calculated total energy   -6356.27973 eV

---

# 7
One molecule with the formula C3H2O4 at a distorted geometry. Source: the OMol25 dataset; level of theory: wB97M-V/def2-TZVPD.

The geometry in XYZ format:
```
9
Properties=species:S:1:pos:R:3:forces:R:3:lowdin_charge:R:1
C 0.77541 0.01761 -0.34059 -0.4 -0.1 -0.6 -0.368
C 0.13449 1.37209 -0.06394 0.9 0.4 0.2 0.063
C -1.46962 -0.30310 0.00581 -0.4 0.1 0.0 -0.479
O -0.35056 -0.92625 -0.22199 0.5 -0.6 -0.1 0.131
O -2.57139 -0.70998 0.12850 0.7 0.6 0.0 0.210
O -1.10541 1.15072 0.09748 -1.1 -0.4 0.1 0.078
O 1.83309 -0.36232 0.42113 0.0 -0.1 0.4 0.067
H 1.10101 -0.01220 -1.38951 -0.1 0.0 0.2 0.171
H 1.65299 -0.22656 1.36311 0.0 0.1 -0.2 0.126
```
Positions in Å, forces in eV/Å.

Output
Energy above the lowest of the compared OMol25 structures with the same formula, charge and spin   239.79 kJ/mol
HOMO level   -9.7390 eV
Lowest unoccupied orbital energy   -0.0147 hartree
Kohn-Sham gap   9.34 eV
Calculated total energy   -11330.64366 eV

---

# 8
One molecule with the formula C4H3F2NO at a distorted geometry. Source: the OMol25 dataset; level of theory: wB97M-V/def2-TZVPD.

The geometry in XYZ format:
```
11
Properties=species:S:1:pos:R:3:forces:R:3:lowdin_charge:R:1
O -0.41356 2.00866 0.11095 -2.9 -0.3 -0.8 0.055
C -0.08626 0.70047 0.02376 1.2 -1.3 0.4 -0.227
C -1.05922 -0.36858 0.09644 -0.3 -1.0 -1.1 -0.182
F -2.42210 -0.10936 -0.12253 1.9 -0.2 0.7 0.012
C -0.43694 -1.61343 0.04695 -0.9 1.0 0.4 -0.074
N 0.91989 -1.30641 -0.07483 2.9 -3.2 2.9 0.016
C 1.15643 0.06803 -0.05238 -2.1 -0.8 0.4 -0.271
F 2.43018 0.44991 -0.07417 -0.4 0.4 0.0 0.103
H -1.43842 1.95344 -0.03828 2.6 0.8 0.4 0.163
H -0.87521 -2.64785 0.15861 0.9 1.5 -0.4 0.136
H 1.66608 -2.01398 0.59755 -2.9 3.0 -2.9 0.270
```
Positions in Å, forces in eV/Å.

Output
Energy above the lowest of the compared OMol25 structures with the same formula, charge and spin   126.28 kJ/mol
HOMO level   -8.4156 eV
Lowest unoccupied orbital energy   0.0235 hartree
SMILES string   Oc1c(F)c[nH]c1F
Kohn-Sham gap   9.06 eV
Calculated total energy   -13166.69634 eV